(1)
Formula: C20H26N4O4
Source: the OMol25 dataset
Level of theory: ωB97M-V with the def2-TZVPD basis set

relative energy (zero: lowest compared OMol25 entry of this formula, charge and spin): 50.9 kcal/mol
E_HOMO: -8.330 eV
structure (SMILES): C=CCNC(=O)NC(=O)COC(=O)/C(C#N)=C/c1cc(C)n(CC(C)C)c1C
gap between HOMO and LUMO: 0.2937 Eh
LUMO energy: -0.34 eV

Atoms and positions in Å:
C  -7.46589  -2.94294  -1.88006
C  -7.67666  -1.70809  -1.46817
C  -7.68499  -1.29241  -0.02598
N  -6.75702  -0.20710  0.21265
C  -5.62764  -0.38195  0.90897
O  -5.29687  -1.38224  1.50010
N  -4.77495  0.75618  0.95783
C  -4.89902  1.93473  0.30758
O  -5.84060  2.25066  -0.39102
C  -3.72586  2.89556  0.54345
O  -2.49742  2.41118  0.02151
C  -1.77036  1.58337  0.79010
O  -2.14701  1.17746  1.87114
C  -0.48332  1.24066  0.17714
C  -0.19398  1.83289  -1.06414
N  0.01313  2.28048  -2.10130
C  0.27933  0.28122  0.77992
C  1.56189  -0.20701  0.43170
C  1.98784  -1.53674  0.72879
C  3.24487  -1.69400  0.23375
C  4.06613  -2.93347  0.18004
N  3.64343  -0.48963  -0.31115
C  4.94606  -0.22503  -0.86809
C  5.90802  0.48052  0.10858
C  6.20823  -0.37869  1.33252
C  7.19692  0.83276  -0.62940
C  2.63677  0.41315  -0.21421
C  2.76981  1.82462  -0.65243
H  -7.47063  -3.20497  -2.92445
H  -7.28392  -3.74591  -1.18510
H  -7.85078  -0.90811  -2.17621
H  -7.38842  -2.12309  0.61766
H  -8.69126  -0.95778  0.25554
H  -6.88272  0.66920  -0.28421
H  -3.95033  0.61638  1.54454
H  -3.92729  3.82751  0.01239
H  -3.62536  3.07721  1.62107
H  -0.18941  -0.20544  1.62953
H  1.38955  -2.28716  1.20515
H  4.27899  -3.21222  -0.85278
H  3.50626  -3.74241  0.64083
H  5.01077  -2.82588  0.70891
H  5.38796  -1.17483  -1.17568
H  4.82252  0.39620  -1.75996
H  5.44048  1.40626  0.45787
H  6.83870  0.17163  2.02691
H  5.29094  -0.64851  1.85074
H  6.73660  -1.28532  1.04451
H  7.88572  1.34381  0.03823
H  6.99491  1.48446  -1.47638
H  7.68306  -0.06827  -0.99740
H  3.78776  2.18792  -0.54304
H  2.11062  2.45599  -0.06155
H  2.47440  1.93722  -1.69694

(2)
Formula: C27H33F6NO7P2S
Source: the OMol25 dataset
Level of theory: ωB97M-V with the def2-TZVPD basis set

E_HOMO: -8.407 eV
structure (SMILES): CCCCc1cc2c(c(C(F)(F)C(F)(F)F)c1)N(COC)c1c(PP(=O)(O)O)c(COC(C)=O)c(COCCC)c(F)c1S2
gap between HOMO and LUMO: 0.3163 Eh
LUMO energy: 0.20 eV

Atoms and positions in Å:
C  -3.96790  -2.25873  -4.71477
C  -3.75319  -1.68169  -6.12784
C  -2.52069  -0.73748  -6.11097
C  -2.79466  0.56639  -5.32121
C  -2.02515  0.73909  -4.01649
C  -1.11157  -0.15220  -3.50781
C  -0.44171  0.13674  -2.33027
C  -0.64717  1.27632  -1.58451
C  -1.59915  2.18827  -2.10543
C  -1.95379  3.52270  -1.45611
F  -1.15308  4.47683  -2.04097
F  -1.83047  3.54743  -0.12188
C  -3.42958  4.01200  -1.75526
F  -3.73072  4.90883  -0.78315
F  -4.33235  3.04008  -1.64950
F  -3.52208  4.68739  -2.90093
C  -2.24084  1.90704  -3.29066
N  0.03365  1.64808  -0.36787
C  1.08305  2.62318  -0.68681
O  1.85732  2.19043  -1.79684
C  2.99345  3.05867  -1.86457
C  0.62468  0.57020  0.36708
C  0.88012  0.80018  1.74004
P  0.39307  2.41314  2.50218
P  -1.05748  2.00728  4.07115
O  -0.47243  2.22185  5.40593
O  -1.62156  0.47338  4.01223
O  -2.33721  2.97617  3.95426
C  1.49776  -0.14661  2.55058
C  1.82060  0.13529  4.02582
O  2.85032  1.15802  4.07025
C  4.01810  0.73271  3.49281
C  4.41235  1.23231  2.09892
O  4.78861  -0.01042  4.06536
C  1.88358  -1.38523  2.01581
C  2.59480  -2.45270  2.82773
O  1.70395  -3.16346  3.67799
C  2.22766  -4.46169  3.93892
C  1.06117  -5.28858  4.52170
C  0.10513  -5.81910  3.41351
C  1.60589  -1.59203  0.68495
F  1.99037  -2.77975  0.17676
C  1.00908  -0.66027  -0.12978
S  0.75887  -1.09310  -1.82946
H  -3.11595  -2.87725  -4.40403
H  -4.07968  -1.41301  -4.02103
H  -4.87256  -2.87681  -4.65588
H  -4.62064  -1.10498  -6.48467
H  -3.61534  -2.47675  -6.87646
H  -1.60662  -1.26893  -5.83131
H  -2.38388  -0.43863  -7.16350
H  -2.48545  1.40376  -5.96811
H  -3.87372  0.71635  -5.16638
H  -0.89529  -1.08997  -4.01246
H  -2.94913  2.61334  -3.72299
H  1.76855  2.75781  0.16910
H  0.64192  3.60929  -0.89273
H  3.71859  2.77947  -1.08093
H  2.66292  4.09867  -1.71641
H  3.47786  2.92395  -2.83532
H  -0.33435  3.16423  1.55673
H  -0.88870  -0.10387  3.75103
H  -2.58672  3.21219  4.86095
H  0.96987  0.48870  4.61475
H  2.23227  -0.74004  4.53940
H  4.29890  0.38488  1.40529
H  5.46764  1.51895  2.07506
H  3.75816  2.03754  1.74319
H  3.32841  -1.94134  3.47415
H  3.15830  -3.09415  2.13971
H  3.09185  -4.43612  4.62349
H  2.54510  -4.97949  3.01757
H  1.45028  -6.11376  5.12958
H  0.48737  -4.59914  5.15398
H  0.29844  -6.87235  3.19206
H  -0.92106  -5.64170  3.75774
H  0.22188  -5.20779  2.50754

(3)
Formula: C23H51BCl2FNO17P4
Source: the OMol25 dataset
Level of theory: ωB97M-V with the def2-TZVPD basis set

relative energy (zero: lowest compared OMol25 entry of this formula, charge and spin): 74.2 kcal/mol
E_HOMO: -8.900 eV
structure (SMILES): CCB(O)[C@@]1(F)C(=O)N[C@@H](CCCCl)[C@]1(CCOC(=O)CC)P(O)Cl.COP(=O)(OC)OC.COP(=O)(OC)OC.COP(=O)(OC)OC
gap between HOMO and LUMO: 0.3161 Eh
LUMO energy: -0.30 eV

Atoms and positions in Å:
C  3.01657  -1.37032  1.64947
C  3.09861  -0.40123  0.37277
B  2.08541  -0.81697  -0.84620
O  1.84274  0.25193  -1.81395
C  1.41514  -2.28824  -1.03806
F  2.56462  -3.18184  -0.83848
C  0.15730  -2.73346  -0.14141
O  -0.32405  -2.23760  0.89991
N  -0.46835  -3.90784  -0.80191
C  0.30011  -4.22630  -2.05114
C  -0.40461  -5.05546  -3.22499
C  -1.67603  -5.92103  -2.77315
C  -1.41834  -6.85757  -1.49793
Cl  0.21277  -7.72273  -1.55242
C  0.89051  -2.77074  -2.47028
C  -0.07973  -1.84524  -3.33730
C  -1.55538  -1.67223  -2.75083
O  -2.28863  -0.71348  -3.60040
C  -3.70107  -0.93644  -3.45749
O  -4.39708  -0.85126  -4.49395
C  -4.39197  -1.29368  -2.06974
C  -4.00821  -0.27565  -0.86768
P  2.52892  -2.78871  -3.49484
O  2.37304  -1.71098  -4.82439
Cl  2.82342  -4.69688  -4.36953
H  3.93459  -2.06854  1.58713
H  3.17231  -0.76192  2.60664
H  2.11121  -2.05432  1.67970
H  2.71235  0.63123  0.72292
H  4.16255  -0.21028  -0.00320
H  0.89739  0.50803  -1.80188
H  -1.48792  -3.79635  -0.95888
H  1.06396  -4.99220  -1.65409
H  -0.72488  -4.42937  -4.12292
H  0.37159  -5.80543  -3.62627
H  -2.57266  -5.22248  -2.66976
H  -1.91888  -6.62953  -3.65075
H  -1.55841  -6.24982  -0.54766
H  -2.21153  -7.68776  -1.52851
H  0.31960  -0.80855  -3.57368
H  -0.20166  -2.37124  -4.35686
H  -2.10543  -2.68187  -2.84973
H  -1.59451  -1.26380  -1.68877
H  -5.51406  -1.39365  -2.23259
H  -4.01165  -2.33130  -1.76035
H  -4.87314  0.44753  -0.64315
H  -3.75943  -0.88917  0.07356
H  -3.04335  0.29007  -1.12652
H  2.26160  -2.20783  -5.67199
C  0.81562  6.60000  2.83224
O  2.07825  6.70416  2.18493
P  2.56734  5.42111  1.36395
O  2.51209  4.14837  2.12158
O  4.01305  5.84591  0.84010
C  4.99115  6.13299  1.83397
O  1.65694  5.48323  0.05203
C  1.46629  4.29178  -0.69820
H  0.97010  6.35174  3.88368
H  0.30695  7.56178  2.76037
H  0.18647  5.83514  2.36988
H  4.98628  5.37069  2.61623
H  4.79396  7.11317  2.27392
H  5.97514  6.15132  1.36545
H  0.41577  4.00283  -0.62905
H  2.08802  3.46951  -0.33850
H  1.70849  4.48768  -1.74405
C  9.34307  3.22082  7.44423
O  8.68825  2.89217  6.22465
P  8.28510  4.11767  5.27841
O  7.53327  5.19742  5.95990
O  7.52599  3.41481  4.06313
C  6.33860  2.69500  4.38211
O  9.69114  4.54508  4.64992
C  9.83073  5.85792  4.12414
H  8.61257  3.22376  8.25502
H  10.10247  2.46496  7.64653
H  9.82738  4.19921  7.39183
H  5.70038  3.27400  5.05320
H  6.59854  1.74326  4.85108
H  5.79141  2.49405  3.46095
H  10.54417  6.40540  4.74251
H  8.88397  6.40122  4.10430
H  10.22377  5.79294  3.10807
C  -10.68939  0.15739  -0.92601
O  -10.34051  -1.15890  -0.51298
P  -10.02538  -2.21156  -1.67607
O  -11.06244  -2.29110  -2.73062
O  -9.74718  -3.56785  -0.88197
C  -10.82135  -4.08153  -0.10165
O  -8.57375  -1.75781  -2.16746
C  -8.14297  -2.14243  -3.46738
H  -11.77551  0.26248  -0.91213
H  -10.24979  0.86976  -0.22724
H  -10.31879  0.37717  -1.93044
H  -11.75735  -4.05799  -0.66399
H  -10.92669  -3.49448  0.81355
H  -10.59730  -5.11363  0.16780
H  -8.04635  -1.24475  -4.08018
H  -8.83804  -2.83194  -3.95022
H  -7.16531  -2.62138  -3.39006

(4)
Formula: C16H33N7PdSi2
Source: the OMol25 dataset
Level of theory: ωB97M-V with the def2-TZVPD basis set

E_HOMO: -5.705 eV
gap between HOMO and LUMO: 0.2048 Eh
LUMO energy: -0.13 eV

Atoms and positions in Å:
Pd  -0.11496  -0.24585  0.16743
C  -2.46759  3.46893  2.34365
N  -2.69910  2.13275  2.86394
C  -4.09367  1.89115  3.22892
C  -2.01187  1.09046  2.25761
N  -1.41323  1.12116  1.13355
N  -2.01037  -0.04807  3.05658
C  -1.46444  -1.26971  2.73259
N  -1.49066  -2.17653  3.76051
N  -0.97799  -1.51219  1.57728
H  -2.84270  4.18666  3.07120
H  -2.96839  3.64865  1.38584
H  -1.39881  3.63428  2.22237
H  -4.43310  2.71530  3.85322
H  -4.21222  0.97136  3.79660
H  -4.73818  1.83349  2.34429
H  -1.56032  1.98730  0.63533
H  -2.22115  0.11896  4.02543
H  -2.17724  -2.07256  4.48802
H  -1.25570  -3.12764  3.53168
H  -0.66345  -2.47302  1.51522
C  1.50964  -3.13396  1.94052
Si  1.11653  -3.23747  0.09218
C  2.37106  -4.49014  -0.52186
C  -0.53918  -4.10781  -0.22198
N  1.09098  -1.64525  -0.58823
C  1.84132  -1.17057  -1.67706
C  2.76008  -1.91929  -2.41723
C  3.47422  -1.36412  -3.47119
C  3.27817  -0.03876  -3.80663
C  2.36593  0.72137  -3.08639
C  1.62896  0.18771  -2.02450
N  0.66712  0.89839  -1.26831
Si  0.36213  2.51273  -1.82977
C  -0.93452  3.48916  -0.87599
C  1.86354  3.64558  -1.69324
C  -0.34586  2.54563  -3.57589
H  1.19625  -4.01567  2.50860
H  1.10206  -2.24060  2.41570
H  2.59624  -3.06619  2.03185
H  2.23483  -5.39603  0.07791
H  3.40084  -4.15698  -0.38972
H  2.22265  -4.76347  -1.56626
H  -0.77577  -4.89055  0.50577
H  -0.46420  -4.59554  -1.19623
H  -1.38213  -3.41672  -0.28960
H  2.92834  -2.94774  -2.17419
H  4.17963  -1.97518  -4.02049
H  3.82451  0.41537  -4.62371
H  2.24071  1.74981  -3.37559
H  -0.60559  3.73611  0.13362
H  -1.92596  3.02720  -0.86689
H  -1.03806  4.44097  -1.40099
H  2.25977  3.59446  -0.67539
H  1.58268  4.68343  -1.89291
H  2.67813  3.38784  -2.36631
H  -1.21368  1.88254  -3.62330
H  0.34604  2.22340  -4.35041
H  -0.68223  3.55542  -3.82718